C31H58I3N9O2P2S2 as an isolated structure at a distorted geometry, computed with the ωB97M-V functional and the def2-TZVPD basis.

Results
Relative energy (zero: lowest compared OMol25 entry of this formula, charge and spin): 0.0 kcal per mole
HOMO-LUMO gap: 0.282 Ha
LUMO level: -0.4715 eV
E_tot: -115141.061 eV
F_max: 0.104 Eh/bohr

Positions of all 107 atoms, in Å:
I1 1.63002 -0.31603 -3.27214
I2 -1.13730 -1.78067 1.41929
I3 1.97146 -2.40141 -0.22407
S1 7.88678 2.84074 3.14207
S2 5.43985 1.24045 2.74265
P1 -3.05330 2.79180 -2.63790
P2 -5.17405 -6.25188 1.22510
O1 -6.05430 -5.29641 0.48350
O2 -2.19057 2.57272 -1.42744
N1 4.37462 3.95598 -1.58444
N2 -3.51306 2.72008 -4.34590
N3 -5.54958 -5.92629 2.87186
N4 -4.54958 -7.86713 1.55049
N5 -4.37523 1.80227 -2.21103
N6 -3.63977 -5.70770 0.71013
N7 3.80637 3.48749 1.16871
N8 7.71323 0.79917 1.38375
N9 -3.31682 4.49393 -2.55699
C1 -4.14138 5.07428 -1.51166
C2 2.35222 0.93551 -1.76551
C3 3.34578 2.66219 0.18628
C4 4.79522 4.72183 -0.61816
C5 -4.11110 0.76360 -1.21654
C6 6.98401 1.51914 2.32702
C7 4.50816 4.51037 0.76236
C8 -5.20924 -8.91331 0.75358
C9 3.08887 2.01944 -2.12758
C10 -4.13947 3.83155 -5.04329
C11 2.58632 1.53707 0.54985
C12 7.74445 1.52286 0.09926
C13 7.17351 4.37202 2.48633
C14 -2.09257 5.25041 -2.77405
C15 8.39172 -1.52452 0.74566
C16 -0.50858 1.13764 0.96398
C17 -5.75058 2.24166 -2.12643
C18 -4.30578 -8.35933 2.89642
C19 -5.12955 -4.68754 3.50430
C20 9.13110 1.70026 -0.50065
C21 1.24968 -0.45218 0.10096
C22 0.08862 -0.21840 0.71639
C23 -6.92465 -6.27253 3.20066
C24 -2.46833 2.13143 -5.20043
C25 5.02740 5.47898 1.79818
C26 2.07371 0.68399 -0.38661
C27 -3.61403 -4.88513 -0.49682
C28 7.28425 -0.60207 1.25775
C29 -2.55116 -5.34411 1.58672
C30 3.61400 2.90451 -1.16773
C31 5.75386 4.75147 2.94466
H1 -1.71491 5.07919 -3.78941
H2 5.40532 5.57800 -0.88888
H3 -7.14357 -6.02001 4.23797
H4 4.14634 5.96418 2.22191
H5 7.08041 1.05828 -0.63530
H6 9.71120 0.78238 -0.54038
H7 9.06708 2.09132 -1.51712
H8 -4.32043 6.12688 -1.74402
H9 -4.31078 -5.25995 -1.24016
H10 -4.05873 -4.53477 3.39800
H11 7.20626 4.41018 1.39686
H12 6.92610 -0.99256 2.20401
H13 -5.26703 -8.60574 -0.29411
H14 -5.31096 -4.75839 4.57941
H15 -3.67734 -9.24989 2.80796
H16 -2.87257 1.87319 -6.18003
H17 -1.30229 1.06891 1.70300
H18 -4.86626 -0.02000 -1.30256
H19 7.85854 5.14540 2.83330
H20 -6.22906 -9.11870 1.10163
H21 9.71139 2.41890 0.07836
H22 8.98481 -1.87401 1.59100
H23 6.44678 -0.64530 0.55261
H24 -3.69196 5.00844 -0.51170
H25 -5.21919 -8.63910 3.43644
H26 -4.12977 1.15259 -0.19006
H27 7.93732 -2.40945 0.30227
H28 -5.95344 2.77072 -1.18696
H29 -4.63887 -9.84227 0.79072
H30 -2.28281 6.31934 -2.67915
H31 5.17594 3.90520 3.30058
H32 7.34302 2.52489 0.25524
H33 3.27406 2.20838 -3.17532
H34 9.05815 -1.05531 0.03074
H35 -3.86572 -3.83603 -0.29432
H36 -3.44424 4.64044 -5.29991
H37 -2.61489 -4.92086 -0.93645
H38 -3.14307 0.29898 -1.38168
H39 -4.95967 4.25793 -4.47527
H40 -6.03421 2.87851 -2.96557
H41 0.20922 1.86319 1.33527
H42 -2.41747 -6.04817 2.40991
H43 -1.29861 4.97487 -2.06893
H44 -2.67958 -4.33329 1.99623
H45 2.42093 1.35606 1.60224
H46 -6.41964 1.37861 -2.16356
H47 -2.08931 1.21041 -4.74800
H48 5.69091 6.20028 1.32307
H49 -7.08113 -7.35234 3.09213
H50 -1.60585 -5.35035 1.03770
H51 -7.65070 -5.76076 2.55761
H52 -1.61939 2.81061 -5.34375
H53 -5.65066 -3.80096 3.11915
H54 -3.76299 -7.63953 3.50026
H55 5.80268 5.46647 3.76780
H56 -5.12393 4.60940 -1.48241
H57 -4.55776 3.43515 -5.97296
H58 -0.96290 1.55229 0.06205

Mulliken population analysis, charges in e, atoms 1 to 2: atom 1 (I): 0.1015, atom 2 (I): 0.1469